{
  "formula": "C44H76O24",
  "method": "the ωB97M-V functional and the def2-TZVPD basis",
  "species": ["C", "O", "H", "H", "H", "H", "C", "O", "H", "H", "H", "H", "C", "O", "H", "H", "H", "H", "C", "O", "H", "H", "H", "H", "O", "C", "O", "C", "C", "C", "H", "H", "H", "H", "H", "H", "O", "C", "O", "C", "C", "C", "H", "H", "H", "H", "H", "H", "O", "C", "O", "C", "C", "C", "H", "H", "H", "H", "H", "H", "O", "C", "O", "C", "C", "C", "H", "H", "H", "H", "H", "H", "O", "C", "O", "C", "C", "C", "H", "H", "H", "H", "H", "H", "O", "C", "O", "C", "C", "C", "H", "H", "H", "H", "H", "H", "O", "C", "O", "C", "C", "C", "H", "H", "H", "H", "H", "H", "O", "C", "O", "C", "C", "C", "H", "H", "H", "H", "H", "H", "O", "C", "O", "C", "C", "C", "H", "H", "H", "H", "H", "H", "O", "C", "O", "C", "C", "C", "H", "H", "H", "H", "H", "H"],
  "coordinates": [[1.8185, -2.0950, -3.4317], [1.3329, -0.7880, -3.6163], [2.3175, -2.1156, -2.4709], [0.9671, -2.7558, -3.3773], [2.5022, -2.4918, -4.2227], [2.1244, -0.1107, -3.4817], [5.3462, 1.4304, -1.7804], [6.2751, 0.5868, -1.0749], [4.7308, 2.0495, -1.1107], [5.8918, 2.1323, -2.4221], [4.6882, 0.8139, -2.4680], [6.9498, 0.1894, -1.6893], [3.5378, -4.3047, -1.4566], [3.0391, -3.2781, -0.6028], [3.9407, -3.9809, -2.3830], [4.3228, -4.8978, -0.9570], [2.8178, -5.1058, -1.6885], [2.0844, -3.3210, -0.4911], [-0.4144, -5.5391, -2.7167], [0.1701, -4.8737, -1.6503], [-1.4622, -5.8370, -2.5952], [-0.4102, -5.0337, -3.7417], [0.1750, -6.4755, -2.8638], [-0.2470, -4.0013, -1.4296], [2.5928, 1.7092, -3.6936], [1.9279, 2.4088, -4.4395], [2.2170, 3.7168, -4.5686], [1.0973, 4.3678, -5.2462], [0.0340, 3.2600, -5.5705], [0.8388, 2.0120, -5.3536], [1.4856, 4.8762, -6.1107], [0.7161, 5.1427, -4.5511], [-0.3158, 3.2895, -6.5912], [-0.8205, 3.2331, -4.8430], [1.2911, 1.6838, -6.2396], [0.4060, 1.1031, -4.8518], [-1.9710, 2.5348, 1.7656], [-1.3747, 2.8035, 2.7705], [-2.0288, 3.0826, 3.9139], [-1.0873, 3.0433, 5.0093], [0.2665, 3.2960, 4.4135], [0.1339, 2.8140, 2.9375], [-1.2394, 2.0245, 5.4326], [-1.3622, 3.8486, 5.6512], [1.0099, 2.7563, 5.0483], [0.5154, 4.3650, 4.4513], [0.4334, 1.7855, 2.8088], [0.5862, 3.5376, 2.2483], [1.5269, -4.9035, 5.5360], [1.7557, -4.7838, 4.3566], [2.6126, -3.8212, 3.9460], [2.8185, -3.9226, 2.5304], [1.5222, -4.4901, 2.0402], [1.0969, -5.4553, 3.1366], [3.7175, -4.5739, 2.2281], [3.0796, -2.9310, 2.1218], [1.5493, -4.9443, 1.0590], [0.8348, -3.6420, 1.9401], [1.5059, -6.4831, 2.9826], [0.0247, -5.6250, 3.2273], [-0.6340, 2.3989, -2.6813], [-0.9823, 3.3113, -1.9611], [-2.0726, 4.0757, -2.1522], [-2.2937, 4.7924, -0.8739], [-0.9626, 5.0162, -0.2279], [-0.2042, 3.7650, -0.7392], [-2.9693, 4.1687, -0.1837], [-2.8579, 5.6967, -1.1317], [-1.0497, 4.9946, 0.8443], [-0.4972, 5.8903, -0.6003], [-0.3419, 2.9892, -0.0490], [0.8105, 3.9297, -1.0910], [-2.4805, -1.2121, 6.6013], [-1.3420, -1.2261, 6.2280], [-0.7406, -0.2248, 5.5615], [0.6711, -0.5809, 5.3157], [1.0720, -1.7415, 6.1585], [-0.3113, -2.3898, 6.4151], [1.2036, 0.3965, 5.4220], [0.7222, -0.7865, 4.2483], [1.6393, -1.4143, 7.0718], [1.7344, -2.4473, 5.6189], [-0.4442, -2.7160, 7.4370], [-0.4833, -3.2698, 5.8022], [-2.3469, -2.3737, -6.5530], [-2.4492, -1.4935, -5.7153], [-1.9836, -1.6559, -4.4532], [-2.0648, -0.3871, -3.7943], [-2.8451, 0.5849, -4.7023], [-2.9009, -0.0807, -6.0244], [-1.0118, -0.0392, -3.5839], [-2.5623, -0.5751, -2.8833], [-2.3828, 1.5696, -4.7225], [-3.8565, 0.7460, -4.2131], [-2.2063, 0.1909, -6.7839], [-3.9278, -0.1428, -6.4667], [3.8884, 5.0290, 2.3364], [4.5428, 4.0377, 2.4222], [5.7993, 3.9824, 2.7899], [6.2711, 2.6630, 2.7053], [4.9992, 1.8033, 2.9124], [3.9265, 2.6564, 2.2324], [6.9993, 2.5473, 3.5481], [6.7359, 2.5128, 1.7265], [4.8121, 1.5679, 3.8960], [5.1884, 0.8744, 2.3211], [2.9297, 2.6303, 2.7529], [3.8104, 2.5176, 1.1799], [-5.1195, 1.8662, -1.7012], [-5.8187, 0.9767, -2.1158], [-5.8617, -0.2386, -1.4968], [-6.9185, -0.9965, -2.0696], [-7.1070, -0.5246, -3.5141], [-6.6400, 0.9535, -3.3175], [-7.7897, -0.9412, -1.4421], [-6.5978, -2.0271, -2.0740], [-8.1571, -0.6753, -3.9118], [-6.3663, -1.1422, -4.1479], [-7.5853, 1.4900, -3.0788], [-6.0937, 1.3266, -4.1131], [-1.0174, -2.3002, -0.7722], [-0.2783, -1.3652, -0.4475], [0.8791, -1.7426, 0.1798], [1.7818, -0.6008, 0.3621], [1.0107, 0.7091, -0.0805], [-0.2380, 0.1111, -0.7215], [2.6126, -0.7792, -0.3591], [2.2184, -0.5729, 1.3990], [1.5673, 1.2731, -0.8744], [0.7035, 1.3831, 0.7089], [-0.1100, 0.0828, -1.8338], [-1.2350, 0.6262, -0.5503], [-0.5634, -0.2151, 2.4379], [-1.5842, -0.8164, 2.8001], [-1.5223, -2.1174, 3.2042], [-2.7809, -2.6106, 3.6876], [-3.8505, -1.6156, 3.1451], [-3.0462, -0.3316, 2.9617], [-2.6436, -2.6383, 4.7427], [-2.9463, -3.5988, 3.1942], [-4.6382, -1.5266, 3.8770], [-4.3980, -1.9480, 2.2126], [-3.0015, 0.2864, 3.8894], [-3.3107, 0.3425, 2.0853]],
  "atomic_forces_ev_per_a": [[0.4, -0.3, 0.1], [2.2, 2.3, -0.1], [0.3, -0.4, 0.1], [-0.3, -0.3, 0.0], [-0.4, 0.6, 0.3], [-2.4, -1.7, -0.6], [0.1, -0.8, -1.5], [0.5, -0.1, -0.3], [0.3, -0.6, 0.1], [-0.1, 0.0, 0.0], [0.5, 0.8, 0.9], [-1.3, 0.8, 0.7], [-0.5, -1.8, 1.2], [0.7, -0.3, -0.3], [0.3, 0.9, -0.8], [0.1, 0.6, 0.2], [-0.4, 0.6, 0.0], [-0.1, -0.2, -0.3], [0.0, -0.9, -2.2], [0.0, 1.4, 0.8], [0.0, 0.1, 0.5], [0.3, 0.0, 1.3], [-0.4, 0.6, 0.1], [0.0, -0.9, -0.4], [-0.5, 0.6, -0.6], [1.9, -0.3, 0.9], [-1.1, 0.1, -0.1], [-0.6, 0.2, 0.8], [-0.3, 0.2, 1.1], [-0.7, -1.5, 1.9], [0.2, 0.0, -0.5], [0.1, -0.5, -0.4], [-0.2, 0.4, -0.2], [0.8, 0.5, -0.8], [0.8, -0.6, -1.4], [-0.2, 1.0, -0.8], [-0.1, 0.2, -0.5], [-0.2, -0.2, -0.3], [0.4, 0.0, -0.5], [-0.9, -0.9, -0.2], [1.3, -0.4, 0.0], [-0.5, 1.0, 1.6], [0.5, 0.9, 0.2], [-0.3, 0.2, 0.9], [-0.2, 0.4, -0.8], [-0.1, -0.3, -0.1], [0.4, -0.2, -0.3], [0.0, -0.5, 0.0], [0.0, -0.4, -0.7], [-0.9, 0.2, 0.8], [0.7, -0.4, -0.2], [1.7, -0.2, -1.2], [-0.9, 0.3, -0.8], [0.8, -0.5, 0.1], [-1.2, 0.6, 1.0], [-0.4, -0.4, 0.3], [0.3, -0.2, -0.2], [-0.2, -0.3, 0.2], [0.1, 0.8, 0.2], [0.0, 0.4, 0.3], [-0.6, 0.8, 0.0], [0.6, -0.2, -0.2], [0.2, -0.2, 1.1], [-2.4, -0.4, 0.2], [0.5, -1.6, -0.7], [-0.8, 1.4, -1.1], [1.0, 0.6, -1.3], [0.3, -0.2, 0.0], [0.0, 0.3, 0.4], [0.5, 1.1, -0.1], [0.4, -1.2, 1.1], [0.2, -0.2, 0.5], [0.0, 0.4, -0.2], [1.1, -1.5, -0.1], [0.4, -0.3, 0.5], [0.0, 2.3, -1.5], [0.3, -0.7, 0.8], [0.0, 1.0, 0.9], [-0.1, -0.9, 0.4], [0.0, -0.3, 0.0], [-0.9, -0.4, -0.6], [-0.4, 0.6, 0.3], [0.1, -0.2, 0.3], [-0.2, 0.2, -0.3], [-0.4, 0.9, 1.2], [1.0, -2.1, -1.6], [-0.7, 0.6, -1.1], [1.8, 0.8, -0.1], [-0.8, 1.0, 1.8], [-1.7, -1.7, 0.0], [-1.2, -0.4, -0.3], [-0.5, 0.0, 1.2], [0.1, 0.0, 0.1], [1.0, -0.2, -0.9], [0.5, 0.9, -0.5], [1.0, 0.1, 0.2], [0.1, 1.4, -0.1], [-2.4, -0.4, 0.0], [0.9, 1.3, 0.0], [0.3, -1.0, 1.5], [1.3, -1.0, -4.2], [0.2, 0.3, 2.0], [-0.4, -0.1, -1.0], [0.0, -0.2, 0.2], [-0.5, -0.3, 2.2], [-0.4, 0.3, 0.8], [1.0, 0.1, -0.7], [-0.1, -0.5, -0.7], [-0.5, -0.4, -0.3], [1.8, 0.0, 1.6], [-0.2, 0.6, -0.1], [0.1, -1.3, -0.4], [0.9, -0.4, -0.4], [-3.3, -1.4, 0.0], [-0.6, 0.3, 0.2], [0.1, -0.4, 0.2], [1.3, 0.3, 0.5], [-1.2, 1.2, 0.7], [0.8, 0.4, -0.5], [0.6, 1.2, -1.6], [0.5, 2.4, 0.3], [0.4, -2.5, 0.4], [0.1, 1.4, 0.3], [0.7, 0.6, -0.5], [0.1, -1.0, -0.6], [-1.6, 0.0, -1.6], [-0.5, 0.1, 0.7], [-0.8, -0.2, -0.9], [-0.3, -0.5, 0.9], [0.4, -0.2, 0.3], [-0.1, 0.3, 0.8], [1.3, -0.7, 0.1], [-2.4, -1.3, 0.7], [1.0, 0.3, -0.3], [0.8, 0.9, -0.7], [-0.6, -0.3, -2.4], [-0.3, -0.3, -0.1], [0.9, 1.0, -0.8], [-0.7, -0.3, 0.8], [0.3, 0.6, 0.8], [-0.2, 0.3, 0.4], [1.1, 0.2, 0.8], [-0.3, -0.3, -0.6], [0.2, -0.9, 1.2]],
  "mulliken_charge": [-0.39, -0.23, 0.07, 0.08, 0.37, 0.22, -0.27, -0.54, 0.01, 0.45, 0.10, 0.28, -0.93, -0.31, 0.34, 0.36, 0.22, -0.06, -0.78, -0.30, 0.31, 0.25, 0.24, 0.21, -0.54, 0.35, -0.46, -0.72, -0.03, 0.26, 0.30, 0.30, 0.53, -0.21, 0.71, -0.51, -0.41, -0.16, -0.48, -0.10, -0.35, 0.78, -0.10, 0.41, 0.21, 0.39, -0.60, 0.46, -0.61, 0.59, -0.35, -0.26, 0.49, -0.73, 0.18, 0.14, 0.35, -0.38, 0.33, 0.28, -0.32, -0.43, -0.42, -0.45, -0.52, 1.90, 0.16, 0.44, 0.15, 0.36, -1.71, 0.66, -0.63, 0.09, -0.14, 0.71, -0.30, -0.22, 0.16, -0.50, 0.32, -0.06, 0.53, 0.03, -0.66, 0.35, -0.27, 1.03, 1.20, -0.30, -1.29, 0.39, -0.12, -0.99, 0.19, 0.27, -0.61, 0.45, -0.37, -0.44, -0.61, 1.20, 0.32, 0.24, 0.45, 0.23, -0.64, -0.26, -0.65, 0.63, -0.32, -0.56, -0.32, -0.57, 0.29, 0.36, 0.35, 0.14, 0.34, 0.38, -1.09, -0.43, 0.97, -0.54, 1.82, 2.46, 0.13, 0.27, 0.58, -1.89, -1.91, 0.56, 0.38, -0.91, -0.07, -0.42, -0.82, -0.08, 0.35, 0.27, 0.38, 0.25, 0.07, 0.28],
  "spin_multiplicity": 1,
  "gap_ev": 10.1,
  "energy_ha": -3527.9310,
  "molar_mass_g_mol": 989.07
}